{"formula": "C22H55F6FeN6O9S2", "method": "ωB97M-V/def2-TZVPD", "symbols": ["Fe", "C", "F", "F", "F", "S", "O", "O", "N", "S", "O", "O", "C", "F", "F", "F", "C", "C", "C", "O", "C", "N", "H", "H", "H", "H", "H", "H", "H", "H", "H", "H", "H", "C", "C", "C", "O", "C", "N", "H", "H", "H", "H", "H", "H", "H", "H", "H", "H", "H", "C", "C", "C", "O", "C", "N", "H", "H", "H", "H", "H", "H", "H", "H", "H", "H", "H", "C", "C", "C", "O", "C", "N", "H", "H", "H", "H", "H", "H", "H", "H", "H", "H", "H", "C", "C", "C", "O", "C", "N", "H", "H", "H", "H", "H", "H", "H", "H", "H", "H", "H"], "positions_angstrom": [[1.053838, -0.673109, -3.776991], [1.770409, 1.777753, -0.298439], [1.514322, 2.854161, 0.473866], [2.874687, 1.975680, -0.959316], [2.032711, 0.728009, 0.513934], [0.362787, 1.565462, -1.521852], [-0.901186, 2.133554, -1.085337], [0.920012, 2.199425, -2.684602], [0.448589, -0.134741, -1.930792], [-0.388066, -0.703930, -0.631462], [0.226568, -2.002526, -0.284569], [-0.696256, 0.079817, 0.574328], [-2.087212, -1.145210, -1.328675], [-2.677262, -0.096902, -1.843681], [-2.026035, -2.046281, -2.344769], [-2.869603, -1.586962, -0.410035], [6.029019, 4.173739, 0.484517], [6.298504, 2.839354, 1.153095], [5.493517, 2.517114, 2.375732], [5.813307, 1.266509, 2.935677], [5.301173, 0.878599, 4.152091], [6.331855, 1.694648, 0.215830], [5.018043, 4.131495, 0.079238], [6.679943, 4.317314, -0.377915], [6.232936, 5.048386, 1.102182], [7.271760, 3.009661, 1.613386], [4.464525, 2.403851, 2.034501], [5.475460, 3.259965, 3.173203], [6.131048, 0.627225, 4.812561], [4.600254, 0.065957, 3.961240], [4.799728, 1.738990, 4.595233], [5.368438, 1.566907, -0.059139], [6.489168, 0.963426, 0.894560], [1.485104, -1.794868, 3.128241], [0.376427, -1.477399, 4.163879], [0.680130, -0.520469, 5.385397], [1.802142, -1.127705, 6.169008], [2.256908, -0.349880, 7.289687], [-0.755445, -0.952279, 3.449426], [2.488564, -1.886439, 3.543916], [1.586762, -0.915141, 2.492753], [1.157812, -2.593020, 2.461952], [0.192680, -2.470912, 4.572854], [-0.181772, -0.086240, 5.892027], [1.111312, 0.371282, 4.930459], [3.307792, -0.536416, 7.510946], [1.703280, -0.557845, 8.205300], [2.143133, 0.692207, 6.990992], [-0.509379, -0.702825, 2.502150], [-0.912946, -0.022439, 3.810916], [-3.118803, 3.463169, 4.127576], [-2.754600, 2.039996, 3.739287], [-3.168402, 1.688382, 2.279918], [-4.518830, 1.925523, 1.934834], [-4.622173, 1.749045, 0.516724], [-1.326648, 2.001382, 3.831920], [-2.626344, 3.822402, 5.031199], [-4.208143, 3.432721, 4.150237], [-2.733827, 4.118183, 3.346014], [-3.222970, 1.322352, 4.412861], [-3.000096, 0.611586, 2.296703], [-2.420013, 2.237846, 1.708872], [-4.286318, 0.766665, 0.184712], [-4.039214, 2.531013, 0.030105], [-5.664212, 1.721449, 0.198150], [-1.004979, 2.462446, 4.671001], [-0.965159, 2.593745, 3.098080], [2.035171, -4.845232, -4.433008], [1.740246, -3.459408, -3.750856], [2.965842, -2.894196, -3.041105], [2.626276, -1.569178, -2.469607], [3.560268, -1.332610, -1.431819], [1.285683, -2.492463, -4.780161], [2.868753, -4.862084, -5.135116], [1.064924, -5.231837, -4.744896], [2.178878, -5.469847, -3.551355], [0.920423, -3.612833, -3.049099], [3.650623, -2.698786, -3.866329], [3.491385, -3.660602, -2.471434], [2.967401, -1.747718, -0.616773], [3.675503, -0.262690, -1.258355], [4.511295, -1.827583, -1.628392], [0.401392, -2.813493, -5.147684], [1.815312, -2.673071, -5.620979], [-5.872138, -0.953134, -3.216521], [-5.467179, -1.534409, -4.657871], [-5.912420, -0.555948, -5.825238], [-7.267445, -0.138130, -5.738335], [-8.070902, -0.819513, -6.781159], [-4.023128, -1.865397, -4.672387], [-6.930650, -0.878935, -2.967247], [-5.439016, 0.043742, -3.134372], [-5.497149, -1.587506, -2.413366], [-6.019584, -2.465194, -4.786666], [-5.562282, -0.890546, -6.801737], [-5.312232, 0.350458, -5.745851], [-9.142332, -0.625521, -6.831363], [-8.016611, -1.903547, -6.681105], [-7.670356, -0.507015, -7.745529], [-3.437088, -1.084250, -4.930215], [-3.727612, -2.116382, -3.739765]], "forces_ev_per_a": [[0.118, 1.023, 0.456], [-0.131, 0.680, 1.485], [0.046, -0.571, -0.224], [0.897, 0.406, -0.710], [-0.671, 0.130, -0.137], [-0.283, 2.565, -1.874], [1.208, -0.977, 0.151], [0.290, -0.352, 0.041], [-1.921, 1.733, 2.457], [0.212, -5.168, 1.577], [-0.820, 1.560, -0.723], [0.571, -0.078, -1.657], [0.354, 0.190, -2.031], [0.055, 1.423, -0.410], [0.636, -0.053, 0.928], [-0.528, -1.152, 1.802], [-0.539, -0.390, -0.575], [2.052, 0.643, 0.645], [-2.463, -0.191, 0.448], [2.119, -0.290, -1.789], [-0.317, 0.851, 0.276], [0.124, 0.926, 1.013], [-0.273, 0.605, 0.092], [0.125, -0.402, -0.010], [-0.492, -0.182, 0.316], [0.789, -0.640, -0.502], [-0.762, 0.335, -0.077], [0.373, 0.464, -0.142], [-0.174, -0.458, 0.083], [-0.070, -0.212, 0.559], [-0.409, -0.091, 0.376], [-0.386, -0.117, -0.386], [0.225, -0.879, -0.334], [0.092, 1.429, -0.353], [0.244, -0.484, 0.572], [2.959, -0.349, -0.358], [-2.004, 0.093, -0.776], [-0.505, 0.440, -0.601], [2.451, 0.696, 0.797], [-0.342, -0.657, 0.397], [-0.050, 0.173, -0.213], [0.272, -0.217, 0.296], [-0.585, -0.280, 0.480], [-0.293, -1.031, 0.621], [0.255, 0.272, -0.292], [-0.048, -0.279, -0.460], [-0.290, -0.006, -0.129], [0.142, 0.284, 0.437], [-0.550, -0.936, -1.630], [-1.959, 1.403, 0.867], [-0.876, -0.394, -0.641], [-1.317, 1.240, 0.153], [0.226, -0.324, 1.958], [0.882, 0.033, -0.142], [-0.386, -0.226, 0.001], [1.764, -1.487, -0.350], [-0.452, -0.337, 0.358], [-0.017, 0.980, 0.289], [-0.385, 0.174, -0.253], [0.121, -0.060, 0.228], [0.328, -0.277, -0.965], [-0.282, -0.111, -0.940], [0.585, -0.131, 0.251], [-0.168, -0.040, -0.299], [-0.072, 0.688, 0.364], [-0.099, -0.149, 0.374], [0.352, -0.067, -0.436], [-0.969, 0.821, 2.301], [0.407, -1.263, -0.463], [-0.802, 0.579, -2.317], [0.416, -2.553, -2.267], [-0.915, 0.700, 1.276], [0.086, -1.058, 0.009], [-0.297, -0.078, -0.008], [0.248, 0.103, -0.944], [0.814, -0.463, -0.222], [-0.074, 0.194, 0.107], [0.477, 0.311, -0.019], [-0.518, 0.524, 1.048], [0.988, -0.089, 0.863], [0.140, -0.150, -0.288], [-0.096, 0.176, 0.097], [-0.950, 0.210, 0.506], [1.147, 0.642, -0.332], [0.201, -0.161, -1.143], [-0.930, 0.750, 0.980], [1.148, 0.302, 1.352], [-0.997, -1.384, -1.344], [0.923, 0.160, 0.240], [-0.577, 0.112, -0.462], [-0.179, 0.064, -0.688], [0.083, 0.058, 0.181], [0.477, -0.135, -0.133], [-0.007, -0.125, -0.079], [-0.648, -0.721, -0.202], [0.072, 0.361, 0.542], [0.153, 0.782, 0.881], [0.397, -0.086, 0.059], [0.078, -0.185, -0.111], [-0.116, 0.329, -0.109], [-0.125, -0.123, -0.039]], "mulliken_spin": [6.774, 0.056, -0.001, -0.012, 0.010, 0.187, 0.022, -0.014, -0.086, -0.164, 0.068, 0.059, 0.135, -0.013, -0.009, -0.009, 0.000, 0.000, -0.001, 0.000, 0.000, 0.000, 0.001, 0.000, 0.000, 0.000, 0.001, 0.000, 0.000, 0.000, 0.000, 0.002, 0.000, 0.071, -0.024, 0.066, 0.000, 0.003, 0.738, 0.001, -0.006, -0.001, 0.107, -0.003, 0.001, 0.001, 0.000, 0.000, -0.028, -0.011, 0.015, -0.008, -0.006, 0.001, -0.003, 0.082, 0.000, 0.002, -0.001, 0.004, 0.003, 0.000, 0.001, 0.001, 0.000, -0.003, -0.003, -0.002, 0.031, -0.025, -0.072, -0.019, -0.102, 0.003, 0.000, 0.003, 0.095, 0.008, 0.003, 0.007, 0.010, 0.003, 0.041, 0.002, 0.000, 0.007, -0.001, 0.000, 0.000, -0.002, 0.000, 0.001, 0.000, 0.001, 0.000, 0.001, 0.000, 0.000, 0.000, 0.000, 0.001], "molar_mass_g_mol": 781.682, "gap_ev": [4.740, 3.366], "multiplicity": 9, "homo_ev": [-6.611, -10.692], "e_tot_ha": -4535.36385, "lumo_ha": [-0.0688, -0.2692], "charge": 1, "s2": 20.012}